Entry from OMol25: a 2-piece molecular cluster, C25H26F6N2O3 overall (the ωB97M-V functional and the def2-TZVPD basis).

## Properties
charge: 0
molar mass: 516.48 g mol⁻¹
frontier orbital gap: 2.76 eV
highest occupied orbital energy: -5.746 eV
LUMO: -2.99 eV

Positions of all 62 atoms, in Å:
C1 -0.06405 1.34062 -4.37358
C2 0.00185 -0.10955 -4.17037
C3 -1.18479 -0.90863 -4.22231
O1 -2.29654 -0.43884 -4.45932
C4 -0.98384 -2.41387 -4.00039
C5 0.32649 -2.85599 -4.59396
O2 1.45640 -2.05477 -4.13757
C6 1.31979 -0.71010 -3.97101
O3 2.29352 -0.03457 -3.66519
H1 0.95401 1.71404 -4.51822
H2 -0.68602 1.57507 -5.24791
H3 -0.50045 1.84638 -3.49974
H4 -1.01559 -2.63707 -2.92146
H5 -1.80335 -2.95167 -4.48443
H6 0.58618 -3.88564 -4.32081
H7 0.27723 -2.79296 -5.69193
C7 -5.32246 -0.23293 3.31928
N1 -5.02160 -0.19403 1.91125
C8 -5.93079 -0.90750 1.03506
C9 -5.47808 -2.33227 0.90194
F1 -6.25558 -3.09397 0.09016
F2 -4.19041 -2.37518 0.41324
F3 -5.43477 -2.93322 2.14001
C10 -3.84846 0.34349 1.44997
C11 -3.80693 1.29375 0.39537
C12 -2.59034 1.74543 -0.06597
C13 -1.35174 1.19489 0.41302
C14 -0.12941 1.71457 -0.10075
C15 1.20111 1.46562 0.34597
C16 2.28490 2.21567 -0.23029
C17 3.59358 2.02112 0.16629
C18 3.90781 0.99983 1.10657
N2 5.19758 0.70342 1.52149
C19 5.90444 -0.42462 0.96361
C20 5.81825 1.33545 2.67812
C21 5.42780 0.70822 3.98617
F4 6.17896 1.15319 5.03457
F5 4.10797 0.97132 4.27323
F6 5.54826 -0.66001 3.93355
C22 2.86745 0.21663 1.63343
C23 1.56465 0.52194 1.35147
C24 -1.45950 0.16668 1.39791
C25 -2.64571 -0.12599 2.01506
H8 -4.84011 0.61636 3.81623
H9 -6.40772 -0.14742 3.43777
H10 -4.97986 -1.15638 3.80778
H11 -6.91901 -0.90603 1.50548
H12 -5.92437 -0.44885 0.04152
H13 -4.75341 1.68849 0.02457
H14 -2.55629 2.54226 -0.80905
H15 -0.22968 2.46151 -0.89558
H16 2.05314 2.95570 -0.99473
H17 4.41325 2.60499 -0.24504
H18 5.55477 -0.59371 -0.06086
H19 6.97144 -0.18463 0.94744
H20 5.74771 -1.35092 1.53674
H21 6.90203 1.21839 2.56956
H22 5.49961 2.38245 2.72498
H23 3.13394 -0.61230 2.29738
H24 0.82046 -0.00140 1.93704
H25 -0.60459 -0.43254 1.68877
H26 -2.69916 -0.80993 2.86847